ORCA calculation (ωB97M-V/def2-TZVPD) on a 7-piece molecular cluster, C31H68F3N3O5 overall.

Summary:
SMILES string: CCOC(=O)C(F)(F)F.CCN(CC)CC.CCN(CC)CC.CCN(CC)CC.CC(C)=O.CC(C)=O.CC(C)=O
HOMO-LUMO gap, eV: 8.37

Structure (ORCA input):
```
! RIJCOSX wB97M-V def2-TZVPD def2/J DEFGRID3
* xyz 0 1
C 5.247 -2.465 -4.830
C 3.831 -2.190 -5.248
O 3.670 -2.599 -6.618
C 2.462 -2.446 -7.131
O 1.492 -2.154 -6.517
C 2.434 -2.610 -8.650
F 1.933 -3.819 -8.914
F 1.683 -1.686 -9.199
F 3.640 -2.563 -9.187
H 5.373 -2.069 -3.820
H 5.976 -1.930 -5.440
H 5.500 -3.523 -4.849
H 3.629 -1.121 -5.167
H 3.130 -2.789 -4.664
C -1.673 -0.646 -0.870
C -0.814 -1.821 -1.354
N 0.578 -1.397 -1.459
C 0.781 -0.675 -2.728
C 1.914 0.326 -2.599
C 1.423 -2.607 -1.441
C 1.578 -3.131 -0.012
H -1.910 0.021 -1.721
H -1.093 0.107 -0.333
H -2.681 -0.857 -0.521
H -0.876 -2.557 -0.552
H -1.274 -2.265 -2.247
H 0.949 -1.367 -3.564
H -0.150 -0.187 -3.029
H 2.119 1.018 -3.421
H 1.876 1.000 -1.741
H 2.822 -0.278 -2.485
H 2.449 -2.415 -1.766
H 0.951 -3.307 -2.146
H 1.836 -2.272 0.609
H 2.462 -3.773 0.054
H 0.741 -3.707 0.372
C -6.884 1.152 1.810
C -6.207 2.204 0.944
N -5.191 2.940 1.699
C -4.843 4.227 1.096
C -5.878 5.308 1.426
C -4.044 2.202 2.248
C -2.992 1.869 1.171
H -7.014 1.488 2.840
H -6.341 0.207 1.892
H -7.859 0.919 1.378
H -5.720 1.749 0.071
H -6.953 2.943 0.661
H -3.893 4.560 1.518
H -4.747 4.190 0.003
H -5.403 6.266 1.213
H -6.802 5.160 0.870
H -6.140 5.246 2.483
H -4.470 1.309 2.701
H -3.670 2.864 3.027
H -3.433 1.565 0.224
H -2.463 1.000 1.579
H -2.219 2.617 1.021
C 4.530 3.142 0.792
C 3.739 2.780 2.071
N 2.426 2.162 1.878
C 1.841 1.711 3.122
C 0.943 0.480 2.823
C 1.535 2.975 1.071
C 1.014 4.292 1.708
H 4.316 4.193 0.593
H 4.280 2.561 -0.097
H 5.606 3.014 0.910
H 4.308 2.009 2.590
H 3.659 3.690 2.678
H 2.579 1.555 3.903
H 1.122 2.448 3.501
H 1.468 -0.322 2.307
H 0.457 0.074 3.714
H 0.117 0.783 2.176
H 0.662 2.389 0.775
H 1.921 3.272 0.094
H 0.200 4.682 1.096
H 1.805 5.047 1.716
H 0.679 4.238 2.743
C -1.265 4.710 -3.436
C -1.766 3.562 -2.564
C -0.770 3.072 -1.496
O -2.854 3.075 -2.681
H -2.019 4.955 -4.183
H -0.443 4.278 -4.015
H -0.964 5.565 -2.839
H 0.166 3.609 -1.649
H -0.687 2.015 -1.738
H -1.113 3.311 -0.496
C -1.353 -3.164 4.794
C -0.767 -3.079 3.392
C -1.675 -2.412 2.374
O 0.391 -3.321 3.174
H -2.085 -3.978 4.814
H -1.875 -2.272 5.133
H -0.569 -3.426 5.503
H -1.117 -2.123 1.483
H -2.060 -1.499 2.828
H -2.457 -3.119 2.093
C 3.231 -5.767 2.850
C 3.029 -6.974 3.763
C 2.066 -6.831 4.900
O 3.742 -7.941 3.676
H 2.818 -4.909 3.382
H 2.784 -5.861 1.862
H 4.293 -5.568 2.711
H 2.053 -7.691 5.563
H 1.042 -6.738 4.512
H 2.176 -5.891 5.444
*
```

=====

ORCA calculation (ωB97M-V/def2-TZVPD) on a 4-piece molecular cluster, C31H69BF9N13O10P3 overall.

Summary:
HOMO-LUMO gap, eV: 5.56

Structure (ORCA input):
```
! RIJCOSX wB97M-V def2-TZVPD def2/J DEFGRID3
* xyz 1 1
N 3.967 -4.532 1.738
C 3.115 -3.489 1.235
N 2.784 -2.502 2.339
C 2.014 -1.488 2.208
N 1.440 -1.228 0.981
C 0.150 -1.906 0.796
C 0.110 -2.480 -0.646
O 1.117 -2.497 -1.306
C 1.402 0.210 0.652
C 0.881 1.068 1.809
C 0.887 2.553 1.474
O 1.942 3.124 1.366
C -0.422 3.392 1.308
F -0.706 3.978 2.476
F -0.148 4.374 0.449
C -1.656 2.635 0.732
F -2.331 3.497 -0.028
F -1.306 1.607 -0.076
C -2.666 2.119 1.794
F -3.500 3.085 2.143
F -2.046 1.711 2.928
C -3.452 0.905 1.235
O -4.434 1.022 0.552
O -2.954 -0.291 1.619
C 1.750 0.767 3.013
O 1.434 1.552 4.121
B 2.624 2.035 4.703
O 3.246 1.351 5.692
O 3.172 3.220 4.229
N 1.815 -0.671 3.346
C 0.749 -1.126 4.197
F 1.037 -0.953 5.470
F -0.418 -0.541 3.956
F 0.572 -2.451 4.021
H 3.377 -5.192 2.230
H 4.699 -4.195 2.347
H 2.176 -3.865 0.853
H 3.678 -2.918 0.497
H 3.200 -2.632 3.254
H -0.714 -1.245 0.922
H 0.021 -2.716 1.518
H -0.829 -2.873 -1.074
H 2.411 0.502 0.353
H 0.791 0.311 -0.240
H -0.161 0.776 1.963
H -3.139 -0.930 0.919
H 2.767 1.056 2.708
H 4.011 1.863 5.972
H 3.994 3.034 3.768
O 4.151 -3.710 -1.852
P 4.624 -4.555 -3.028
N 3.319 -4.299 -4.106
C 2.142 -5.104 -4.330
C 3.209 -2.952 -4.651
N 4.717 -6.060 -2.164
C 3.802 -7.172 -2.324
C 5.029 -5.897 -0.746
N 5.582 -5.195 -4.297
C 5.150 -5.879 -5.496
C 6.999 -5.388 -3.974
H 1.879 -5.094 -5.394
H 1.274 -4.742 -3.760
H 2.289 -6.152 -4.080
H 3.877 -2.827 -5.514
H 3.475 -2.197 -3.906
H 2.193 -2.733 -4.978
H 2.764 -6.890 -2.100
H 4.073 -7.984 -1.646
H 3.854 -7.613 -3.321
H 4.140 -5.662 -0.171
H 5.754 -5.100 -0.593
H 5.477 -6.809 -0.340
H 4.471 -6.711 -5.298
H 6.009 -6.293 -6.024
H 4.661 -5.198 -6.197
H 7.183 -6.389 -3.567
H 7.326 -4.657 -3.233
H 7.630 -5.242 -4.852
O -7.286 -1.935 3.223
P -7.785 -0.921 4.230
N -8.637 0.135 3.184
C -8.197 1.360 2.556
C -9.852 -0.410 2.595
N -6.214 -0.435 4.812
C -5.588 0.837 4.526
C -5.194 -1.482 4.754
N -8.536 -0.214 5.601
C -9.035 1.134 5.758
C -8.337 -0.931 6.862
H -9.020 2.083 2.530
H -7.849 1.200 1.527
H -7.398 1.855 3.103
H -10.697 -0.316 3.291
H -9.736 -1.468 2.347
H -10.119 0.105 1.673
H -5.456 0.990 3.444
H -4.599 0.894 4.987
H -6.134 1.680 4.953
H -4.739 -1.563 3.757
H -5.611 -2.452 5.014
H -4.403 -1.272 5.480
H -8.303 1.900 5.495
H -9.316 1.313 6.796
H -9.937 1.304 5.165
H -7.443 -0.576 7.388
H -8.218 -2.001 6.679
H -9.200 -0.824 7.520
O 4.204 4.636 -3.768
P 2.805 4.786 -4.325
N 2.992 6.244 -5.203
C 2.697 7.602 -4.805
C 3.841 6.161 -6.384
N 1.983 4.831 -2.789
C 1.378 6.017 -2.210
C 2.645 4.073 -1.726
N 1.322 4.462 -5.132
C 0.376 5.403 -5.689
C 0.780 3.119 -4.927
H 2.298 8.162 -5.659
H 3.585 8.130 -4.434
H 1.930 7.663 -4.038
H 3.274 5.778 -7.244
H 4.693 5.496 -6.218
H 4.247 7.134 -6.656
H 2.109 6.822 -2.059
H 0.945 5.786 -1.238
H 0.543 6.389 -2.806
H 3.451 4.646 -1.251
H 3.071 3.149 -2.115
H 1.928 3.788 -0.958
H 0.072 6.180 -4.985
H -0.534 4.886 -5.997
H 0.768 5.888 -6.586
H 0.111 3.085 -4.057
H 1.587 2.402 -4.760
H 0.234 2.771 -5.806
*
```

=====

ORCA calculation (ωB97M-V/def2-TZVPD) on C31H69N3O4Si2 as an isolated structure.

Summary:
HOMO-LUMO gap, eV: 8.79

Structure (ORCA input):
```
! RIJCOSX wB97M-V def2-TZVPD def2/J DEFGRID3
* xyz 0 1
C 4.265 1.652 1.001
C 5.193 0.974 0.024
O 5.296 -0.248 0.009
N 5.972 1.782 -0.861
C 5.307 3.014 -1.302
C 4.109 2.674 -2.152
C 3.462 3.884 -2.818
C 2.044 4.147 -2.290
Si 0.795 2.858 -2.839
C -0.964 3.458 -2.660
C -1.869 2.586 -1.786
C -2.001 1.120 -2.254
C -3.465 0.803 -2.646
C -1.605 0.143 -1.136
C -1.586 -1.319 -1.596
C -0.620 -2.207 -0.847
C 0.655 -1.932 -0.493
C 1.323 -2.736 0.583
C 1.510 -0.890 -1.129
O 1.060 2.568 -4.473
Si 1.757 1.143 -4.968
C 0.440 -0.167 -5.328
C 1.070 -1.538 -5.494
O 2.489 -1.422 -5.726
C 3.295 -2.267 -5.046
O 4.477 -2.498 -5.388
H 3.336 1.945 0.528
H 4.045 0.941 1.778
H 4.719 2.543 1.416
H 6.833 2.004 -0.380
H 6.014 3.580 -1.896
H 5.033 3.650 -0.459
H 3.377 2.114 -1.582
H 4.463 1.990 -2.916
H 3.395 3.725 -3.888
H 4.055 4.782 -2.674
H 1.705 5.094 -2.699
H 2.070 4.194 -1.204
H 0.988 1.572 -2.146
H -1.397 3.606 -3.643
H -0.911 4.450 -2.214
H -1.577 2.617 -0.742
H -2.860 3.024 -1.817
H -1.403 0.924 -3.138
H -3.827 -0.091 -2.155
H -4.134 1.619 -2.411
H -3.546 0.614 -3.712
H -0.652 0.443 -0.712
H -2.352 0.276 -0.359
H -1.473 -1.392 -2.676
H -2.559 -1.729 -1.348
H -1.016 -3.172 -0.563
H 2.354 -2.980 0.348
H 0.790 -3.667 0.737
H 1.274 -2.184 1.515
H 1.824 -0.119 -0.429
H 1.040 -0.437 -1.992
H 2.422 -1.379 -1.459
H 2.671 0.660 -3.917
H 2.513 1.443 -6.198
H -0.258 -0.196 -4.499
H -0.096 0.119 -6.224
H 0.667 -2.048 -6.358
H 0.905 -2.147 -4.612
H 2.867 -2.682 -4.124
C -4.134 -0.512 3.013
C -5.490 -0.673 2.343
N -5.362 -1.285 1.034
C -6.569 -1.221 0.232
C -7.806 -1.987 0.719
C -4.630 -2.539 1.012
C -5.156 -3.718 1.842
H -3.451 0.031 2.358
H -4.227 0.044 3.947
H -3.686 -1.476 3.252
H -5.938 0.315 2.205
H -6.160 -1.227 3.020
H -6.323 -1.549 -0.781
H -6.837 -0.164 0.138
H -7.710 -3.060 0.565
H -8.683 -1.659 0.157
H -8.010 -1.807 1.775
H -3.609 -2.319 1.330
H -4.533 -2.854 -0.031
H -5.472 -3.410 2.839
H -4.365 -4.460 1.965
H -5.993 -4.221 1.359
C 3.579 0.778 6.120
C 2.167 0.683 5.561
N 2.115 0.063 4.252
C 0.831 0.210 3.594
C -0.385 -0.474 4.229
C 2.726 -1.251 4.156
C 2.197 -2.364 5.071
H 4.238 1.296 5.423
H 3.564 1.339 7.055
H 4.004 -0.202 6.337
H 1.769 1.696 5.460
H 1.530 0.171 6.300
H 0.933 -0.137 2.561
H 0.622 1.283 3.519
H -0.371 -1.552 4.069
H -1.300 -0.097 3.768
H -0.455 -0.283 5.300
H 3.797 -1.138 4.343
H 2.657 -1.579 3.116
H 2.048 -2.016 6.094
H 2.917 -3.183 5.106
H 1.257 -2.780 4.712
*
```

=====

ORCA calculation (ωB97M-V/def2-TZVPD) on C31H70N2O19S as an isolated structure.

Summary:
ΔE to the lowest compared entry with this formula, charge and spin, kcal/mol: 72.0
HOMO-LUMO gap, eV: 7.07

Structure (ORCA input):
```
! RIJCOSX wB97M-V def2-TZVPD def2/J DEFGRID3
* xyz 0 1
N 2.932 -0.318 2.585
H 2.054 -0.342 2.734
H 3.432 -0.480 3.456
H 3.388 0.568 2.324
H 3.201 -0.979 1.919
N 1.748 -2.117 -3.093
H 1.996 -2.733 -2.308
H 1.882 -2.544 -3.980
H 2.249 -1.051 -2.870
H 0.853 -1.875 -2.860
S 0.932 -1.007 0.145
O -0.076 -1.253 -0.783
O 0.931 -2.047 1.178
O 2.207 -0.966 -0.474
O 0.812 0.254 0.788
O 0.657 0.639 -3.939
C 0.039 1.506 -3.238
O -0.938 2.204 -3.679
C -1.574 2.244 -4.960
C -1.410 3.529 -5.705
C 0.547 1.885 -1.849
H -2.546 1.854 -5.356
H -1.163 1.290 -5.560
H -2.094 4.240 -5.247
H -1.597 3.683 -6.662
H -0.484 4.064 -5.595
H 1.485 1.508 -1.718
H -0.096 1.414 -1.274
H 0.362 3.008 -1.607
O 4.845 1.845 1.186
C 5.859 1.748 0.471
O 5.970 1.332 -0.870
C 4.847 0.456 -1.397
C 5.339 -0.301 -2.636
C 7.149 2.600 0.739
H 4.079 1.140 -1.410
H 4.778 -0.380 -0.489
H 5.717 0.424 -3.535
H 4.534 -1.059 -3.101
H 6.092 -1.084 -2.436
H 6.793 3.740 0.815
H 7.887 2.458 -0.046
H 7.403 2.310 1.796
O -3.162 -1.403 -5.434
C -2.218 -1.680 -4.817
O -1.005 -2.059 -5.386
C -1.015 -1.930 -6.847
C 0.431 -2.414 -7.338
C -2.160 -2.007 -3.271
H -1.399 -0.963 -7.247
H -1.773 -2.475 -7.302
H 0.744 -3.281 -6.920
H 1.212 -1.665 -6.955
H 0.663 -2.335 -8.474
H -1.703 -1.132 -2.761
H -1.513 -2.897 -3.025
H -3.144 -2.313 -2.761
O 2.476 1.853 2.805
C 2.392 2.606 1.746
O 2.853 3.869 1.628
C 3.538 4.508 2.699
C 4.844 5.120 2.197
C 1.759 2.173 0.502
H 3.703 4.120 3.686
H 2.743 5.303 2.964
H 4.711 5.793 1.244
H 5.567 4.430 1.789
H 5.134 5.601 3.122
H 0.926 1.396 0.581
H 2.439 1.258 0.136
H 1.227 2.886 -0.111
O -4.264 -2.898 2.725
C -3.492 -3.226 1.747
O -3.891 -3.985 0.789
C -5.178 -4.365 0.614
C -5.383 -4.913 -0.789
C -2.053 -2.730 1.874
H -5.834 -3.440 0.721
H -5.341 -5.255 1.352
H -5.471 -4.220 -1.596
H -6.321 -5.489 -0.733
H -4.560 -5.618 -0.797
H -1.895 -2.548 0.964
H -1.448 -3.562 2.172
H -2.004 -1.950 2.655
O 2.153 -3.179 6.505
C 1.837 -2.493 5.506
O 1.525 -1.139 5.509
C 1.713 -0.183 6.636
C 2.019 1.102 6.021
C 1.447 -3.247 4.314
H 2.493 -0.578 7.346
H 0.772 -0.019 7.093
H 3.102 1.190 5.613
H 2.038 1.881 6.840
H 1.284 1.433 5.418
H 2.061 -2.855 3.467
H 0.503 -3.138 4.189
H 1.734 -4.341 4.336
O -4.404 1.746 1.188
C -4.278 0.863 0.392
O -5.281 0.152 -0.143
C -6.533 0.307 0.421
C -7.517 -0.277 -0.614
C -2.840 0.378 -0.187
H -6.820 1.238 0.496
H -6.683 -0.222 1.237
H -7.227 -1.305 -0.888
H -7.426 0.323 -1.436
H -8.591 -0.209 -0.323
H -2.649 1.010 -0.818
H -3.086 -0.459 -0.604
H -1.991 0.241 0.596
C -1.309 0.279 2.886
C -1.848 1.395 3.734
O -1.223 1.914 4.765
C -3.178 1.985 3.267
H -0.306 0.639 2.736
H -1.865 0.390 1.930
H -1.182 -0.742 3.110
H -2.991 2.638 2.531
H -3.735 2.514 4.161
H -3.873 1.194 3.167
*
```

=====

Record order is preserved below.
HOMO: -7.91, -9.43, -8.24, -7.37 eV
Record order is preserved below.
DFT total energy: -56108.164, -126103.381, -61682.899, -85983.434 eV